[1]
Here is 6 unconnected molecules or ions with the total composition C23H42N5O from OMol25. Energies are from ωB97M-V/def2-TZVPD.

```
71
Properties=species:S:1:pos:R:3
C -0.918 0.792 0.607
C 0.082 -0.174 -0.100
C 0.706 -1.107 0.953
O -0.513 -0.882 -1.071
H -1.693 1.139 -0.083
H -0.475 1.695 1.054
H -1.502 0.228 1.354
H 0.862 0.542 -0.515
H -0.024 -1.872 1.226
H 0.920 -0.630 1.929
H 1.629 -1.538 0.555
C 3.174 -3.770 -2.914
C 2.420 -2.521 -2.469
C 3.261 -1.289 -2.177
C 4.311 -1.532 -1.167
N 5.140 -1.737 -0.399
H 4.026 -3.959 -2.255
H 3.543 -3.718 -3.942
H 2.508 -4.632 -2.856
H 1.874 -2.786 -1.563
H 1.696 -2.223 -3.225
H 2.630 -0.468 -1.839
H 3.881 -1.034 -3.047
C 0.630 -5.253 0.515
C -0.548 -4.871 -0.382
C -1.681 -4.216 0.417
C -2.668 -3.577 -0.440
N -3.373 -3.007 -1.140
H 0.334 -5.949 1.304
H 1.002 -4.370 1.045
H 1.449 -5.658 -0.077
H -0.928 -5.760 -0.888
H -0.245 -4.118 -1.112
H -1.299 -3.440 1.085
H -2.236 -4.893 1.080
C -4.662 1.443 2.697
C -5.353 0.486 1.727
C -6.847 0.770 1.607
C -7.165 2.190 1.441
N -7.431 3.297 1.317
H -4.652 2.433 2.246
H -3.640 1.115 2.872
H -5.195 1.440 3.652
H -5.210 -0.540 2.055
H -4.899 0.666 0.752
H -7.394 0.480 2.513
H -7.297 0.223 0.778
C 4.334 3.004 1.596
C 3.190 1.993 1.651
C 2.612 1.784 3.051
C 1.610 2.777 3.446
N 0.821 3.548 3.763
H 5.052 2.830 2.402
H 4.006 4.042 1.680
H 4.876 2.900 0.654
H 3.577 1.037 1.296
H 2.360 2.260 0.995
H 3.341 1.698 3.859
H 2.069 0.832 3.087
C 1.359 2.947 -1.979
C 0.935 4.063 -2.919
C -0.542 4.461 -2.762
C -1.409 3.285 -2.799
N -2.053 2.337 -2.862
H 0.756 2.044 -2.065
H 1.307 3.288 -0.938
H 2.404 2.683 -2.159
H 1.114 3.732 -3.949
H 1.567 4.943 -2.788
H -0.848 5.123 -3.572
H -0.665 4.972 -1.806
```

energy = -34029.1767 eV
frontier orbital gap = 5.8 eV
E_HOMO = -0.116 hartree
charge = -1



[2]
Here is a single CH3N3O molecule from OMol25. Energies are from ωB97M-V/def2-TZVPD.

```
8
Properties=species:S:1:pos:R:3
O -2.598 0.024 0.076
C -1.434 0.008 -0.088
N -0.342 1.028 -0.193
N 0.610 -0.032 0.064
N -0.564 -1.034 -0.108
H -0.580 1.697 0.507
H 1.187 -0.014 -0.717
H -0.509 -1.860 0.492
```

relative energy (zero: lowest compared OMol25 entry of this formula, charge and spin) = 62.6 kcal/mol
energy = -7600.8872 eV
frontier orbital gap = 10.8 eV
E_HOMO = -0.361 hartree
SMILES = O=c1[nH][nH][nH]1



[3]
Here is a molecular structure, C2H3LuO3 from OMol25. Energies are from ωB97M-V/def2-TZVPD.

```
9
Properties=species:S:1:pos:R:3
H 1.239 1.511 0.274
O -1.171 -0.746 -0.026
O -1.517 0.189 -1.082
C -0.217 -0.199 0.806
H 0.007 -0.862 1.654
Lu -0.236 -0.891 -2.406
O 1.293 -0.346 -0.703
C 0.987 0.440 0.224
H -0.385 0.903 1.259
```

relative energy (zero: lowest compared OMol25 entry of this formula, charge and spin) = 81.3 kcal/mol
energy = -41872.7769 eV
expectation value of S² = 0.751
frontier orbital gap (spin up / spin down) = 6.3 / 8.9 eV
E_HOMO (spin up / spin down) = -0.431 / -0.533 hartree
charge = +1
spin multiplicity = 2



[4]
Here is a molecular structure, C34H50BrClF5N4O5PSiSrTe from OMol25. Energies are from ωB97M-V/def2-TZVPD.

```
104
Properties=species:S:1:pos:R:3
Sr 0.228 0.328 -0.160
O 1.410 3.678 1.311
C 1.262 3.223 0.202
N 0.105 2.783 -0.375
C -0.895 3.475 -0.910
O -0.950 4.685 -1.131
C -2.084 2.612 -1.365
C -3.217 3.256 -1.842
C -4.264 2.485 -2.318
C -4.135 1.105 -2.331
C -2.965 0.550 -1.838
N -1.978 1.284 -1.341
C 2.492 3.028 -0.694
C 3.068 4.143 -1.272
C 4.155 4.038 -2.119
C 4.632 2.779 -2.419
C 4.032 1.678 -1.852
N 3.021 1.810 -0.982
H -3.236 4.336 -1.833
H -5.164 2.956 -2.694
H -4.915 0.465 -2.719
H -2.805 -0.521 -1.852
H 2.640 5.104 -1.020
H 4.611 4.923 -2.541
H 5.467 2.615 -3.086
H 4.340 0.670 -2.078
Br 3.275 2.379 -7.293
C 1.798 2.408 -6.102
C 0.518 2.623 -6.577
C -0.507 2.645 -5.650
C -0.205 2.465 -4.307
N 1.026 2.255 -3.857
C 2.012 2.214 -4.748
H 0.334 2.758 -7.634
H -1.536 2.775 -5.956
H -0.995 2.488 -3.572
H 3.009 2.013 -4.379
Cl 0.096 -2.388 -5.941
C 0.218 -2.343 -4.151
C -0.331 -1.062 -3.495
O -1.139 -0.356 -4.094
O 0.121 -0.930 -2.318
H 1.263 -2.473 -3.893
H -0.353 -3.193 -3.781
C 1.604 -4.511 0.001
P 1.885 -2.693 -0.067
C 2.976 -2.562 1.418
C 3.125 -2.586 -1.422
H 2.545 -5.058 0.103
H 1.095 -4.845 -0.905
H 0.963 -4.743 0.853
H 3.968 -2.982 1.237
H 2.514 -3.097 2.248
H 3.096 -1.523 1.731
H 4.140 -2.794 -1.079
H 3.094 -1.592 -1.866
H 2.861 -3.305 -2.200
F 6.889 -1.745 0.565
Te 5.827 -0.106 0.453
F 6.059 -0.110 2.384
F 5.276 1.784 0.703
F 6.202 -0.203 -1.531
F 7.505 0.730 0.412
O 2.623 0.723 -0.360
C -2.092 -3.316 1.134
C -2.879 -2.307 1.986
C -4.035 -1.840 1.094
C -3.495 -3.064 3.168
Si -1.689 -0.758 2.391
C -0.578 -1.307 3.943
C 0.623 -0.351 4.017
C 0.022 -2.691 3.671
C -1.237 -1.361 5.325
C -2.882 0.692 3.056
C -4.016 0.303 4.011
C -2.032 1.763 3.753
C -3.509 1.413 1.853
H -2.759 -4.126 0.800
H -1.268 -3.778 1.677
H -1.667 -2.843 0.244
H -4.578 -2.714 0.704
H -3.679 -1.263 0.237
H -4.757 -1.223 1.631
H -4.208 -3.819 2.803
H -4.038 -2.405 3.847
H -2.745 -3.594 3.755
H 1.248 -0.438 3.123
H 1.257 -0.603 4.879
H 0.340 0.697 4.108
H 0.427 -2.752 2.658
H -0.705 -3.495 3.789
H 0.846 -2.887 4.372
H -1.535 -0.374 5.684
H -0.530 -1.769 6.063
H -2.124 -1.998 5.336
H -3.659 -0.237 4.890
H -4.767 -0.321 3.524
H -4.533 1.206 4.368
H -1.584 1.415 4.683
H -2.662 2.629 3.999
H -1.225 2.122 3.107
H -4.141 0.771 1.238
H -2.735 1.827 1.205
H -4.129 2.252 2.203
```

relative energy (zero: lowest compared OMol25 entry of this formula, charge and spin) = 25.9 kcal/mol
energy = -173722.6429 eV
frontier orbital gap = 5.6 eV
E_HOMO = -0.073 hartree
charge = -2



[5]
Here is 10 unconnected molecules or ions with the total composition C46H112O14 from OMol25. Energies are from ωB97M-V/def2-TZVPD.

```
172
Properties=species:S:1:pos:R:3
C 15.238 24.148 14.689
C 13.800 24.388 14.243
C 13.128 23.580 13.076
C 13.811 23.784 11.742
C 13.308 23.032 10.496
C 13.964 23.529 9.224
H 15.395 23.174 15.097
H 15.540 24.690 15.561
H 15.940 24.268 13.852
H 13.143 24.147 15.096
H 13.681 25.458 14.112
H 12.071 23.814 12.957
H 13.079 22.510 13.367
H 13.773 24.848 11.529
H 14.864 23.545 11.843
H 13.506 21.962 10.624
H 12.189 23.176 10.413
H 13.665 22.815 8.459
H 13.532 24.454 8.884
H 15.052 23.507 9.316
C 16.161 13.629 12.778
C 16.203 15.091 13.131
C 14.853 15.791 12.852
C 14.843 17.270 12.912
C 13.425 17.818 12.524
C 13.362 19.329 12.599
H 16.042 13.397 11.708
H 15.276 13.303 13.303
H 17.038 13.050 13.094
H 16.355 15.240 14.212
H 16.949 15.660 12.535
H 14.091 15.451 13.523
H 14.508 15.512 11.816
H 15.107 17.681 13.931
H 15.564 17.675 12.193
H 13.121 17.552 11.514
H 12.665 17.374 13.194
H 14.026 19.804 11.875
H 12.364 19.685 12.346
H 13.733 19.710 13.572
C 17.346 16.349 9.642
C 17.859 17.693 10.156
C 16.788 18.744 9.892
C 16.725 19.983 10.765
C 17.958 20.811 10.744
C 17.753 22.096 11.525
H 16.409 16.075 10.104
H 18.078 15.536 9.660
H 17.125 16.515 8.571
H 17.991 17.681 11.254
H 18.870 17.962 9.734
H 15.833 18.219 9.786
H 16.973 19.093 8.881
H 15.807 20.493 10.469
H 16.599 19.670 11.825
H 18.821 20.247 11.127
H 18.225 21.121 9.725
H 16.806 22.595 11.219
H 17.578 21.773 12.515
H 18.521 22.864 11.365
C 15.185 12.326 16.569
O 16.125 13.264 16.087
C 17.481 12.817 16.037
C 18.434 13.926 15.712
O 18.263 14.938 16.732
C 19.194 15.955 16.619
H 15.395 11.977 17.623
H 15.244 11.364 16.021
H 14.161 12.612 16.435
H 17.606 11.989 15.343
H 17.863 12.480 16.973
H 18.113 14.358 14.732
H 19.434 13.551 15.855
H 18.979 16.473 15.705
H 20.214 15.524 16.514
H 19.035 16.683 17.430
C 12.731 13.244 14.487
O 12.125 12.063 14.992
C 10.804 12.308 15.501
C 10.035 11.006 15.641
O 10.676 10.017 16.376
C 10.756 10.277 17.803
H 12.470 13.526 13.484
H 13.814 13.146 14.551
H 12.444 14.081 15.102
H 10.272 12.956 14.805
H 10.794 12.787 16.472
H 9.866 10.633 14.625
H 9.067 11.249 16.046
H 10.615 9.349 18.400
H 9.952 10.972 18.067
H 11.745 10.698 17.878
C 10.473 17.810 8.371
O 11.672 17.721 7.645
C 12.877 17.697 8.349
C 13.296 16.317 8.900
O 12.294 15.817 9.796
C 12.483 14.436 10.107
H 9.648 17.644 7.714
H 10.453 18.808 8.762
H 10.376 17.026 9.145
H 12.889 18.414 9.188
H 13.694 18.013 7.722
H 14.272 16.377 9.385
H 13.296 15.588 8.071
H 12.405 13.875 9.150
H 11.672 14.115 10.742
H 13.414 14.149 10.564
C 16.256 13.057 8.512
O 17.149 12.116 9.018
C 18.368 12.681 9.551
C 19.183 11.644 10.277
O 18.571 11.327 11.515
C 17.850 10.079 11.504
H 16.000 13.869 9.209
H 15.357 12.514 8.338
H 16.667 13.414 7.519
H 18.097 13.485 10.268
H 19.060 13.121 8.841
H 20.170 12.092 10.429
H 19.394 10.768 9.650
H 17.107 9.993 10.716
H 17.361 10.006 12.464
H 18.577 9.266 11.402
C 23.631 14.384 13.890
O 23.540 12.985 13.744
C 22.283 12.387 13.993
C 21.228 12.732 12.944
O 20.784 14.058 13.087
C 19.794 14.467 12.184
H 22.843 14.776 14.567
H 23.463 14.989 12.965
H 24.639 14.603 14.262
H 21.767 12.595 14.926
H 22.434 11.329 13.889
H 20.352 12.103 13.063
H 21.644 12.600 11.932
H 19.499 15.501 12.408
H 18.856 13.857 12.244
H 20.159 14.407 11.168
C 14.262 10.776 10.350
O 14.294 10.033 11.537
C 13.405 10.485 12.543
C 11.888 10.424 12.169
O 11.504 11.710 11.639
C 10.124 11.762 11.385
H 15.136 10.442 9.743
H 14.360 11.906 10.541
H 13.322 10.704 9.793
H 13.694 11.500 12.889
H 13.569 9.784 13.383
H 11.336 10.234 13.104
H 11.757 9.620 11.427
H 9.791 10.946 10.679
H 9.902 12.736 11.008
H 9.567 11.585 12.324
C 15.131 16.491 16.838
O 14.174 17.579 16.463
C 13.083 17.756 17.276
C 12.137 16.553 17.382
O 11.853 15.984 16.098
C 10.901 16.735 15.389
H 16.059 16.628 16.274
H 14.678 15.524 16.559
H 15.212 16.575 17.946
H 12.622 18.530 16.711
H 13.238 18.086 18.304
H 11.207 16.931 17.830
H 12.571 15.730 17.923
H 11.362 17.713 15.253
H 9.950 16.824 15.886
H 10.758 16.324 14.411
```

relative energy (zero: lowest compared OMol25 entry of this formula, charge and spin) = 7.6 kcal/mol
energy = -78173.4319 eV
frontier orbital gap = 10.0 eV
E_HOMO = -0.345 hartree
SMILES = CCCCCC.CCCCCC.CCCCCC.COCCOC.COCCOC.COCCOC.COCCOC.COCCOC.COCCOC.COCCOC



Question: The highest energy belongs to which entry?
Answer: CH3N3O



Question: Look up the energy of the third one.
Answer: -41872.7769 eV



Question: What is the energy in the fourth record?
Answer: -173722.6429 eV